(1)
Below is a structure of composition C39H37CsGeN11OS5Sb, with properties calculated with ωB97M-V with the def2-TZVPD basis set.

Values from the calculation:
- gap between HOMO and LUMO (eV) = 5.1699
- LUMO level (eV) = 3.0
- total charge = -2
- total energy (eV) = -177263.487
- E_HOMO (eV) = -2.163
- strongest force on any atom (eV/A) = 0.36
- energy above the lowest of the compared OMol25 structures with the same formula, charge and spin (kJ/mol) = 87.1

Cartesian coordinates (Å):
Cs (0.16447, 0.66979, 1.14919)
S (1.87974, -2.36631, 0.74131)
C (0.61546, -3.29403, 1.49321)
C (0.10896, -4.41526, 0.82277)
C (-0.85078, -5.26440, 1.36770)
C (-1.31011, -6.39427, 0.62341)
N (-1.67079, -7.29874, 0.00681)
C (-1.34196, -4.98163, 2.65508)
C (-0.89607, -3.84460, 3.31647)
C (0.05423, -2.95561, 2.78009)
S (0.48716, -1.54579, 3.68676)
C (-2.31946, -5.82557, 3.27264)
N (-3.12063, -6.48753, 3.76984)
H (0.50475, -4.63734, -0.16029)
H (-1.29186, -3.61598, 4.29747)
C (-4.20641, -3.38962, 1.06469)
C (-3.66919, -3.08702, -0.28082)
N (-4.08927, -3.57774, -1.40119)
N (-3.29633, -2.97065, -2.34031)
C (-2.39409, -2.11616, -1.83643)
S (-1.28074, -1.20245, -2.68484)
N (-2.63754, -2.19390, -0.49386)
N (-1.93941, -1.49563, 0.46790)
H (-4.94162, -4.18526, 0.98338)
H (-4.67337, -2.50340, 1.49831)
H (-3.40399, -3.70403, 1.73126)
H (-3.38154, -3.20302, -3.31197)
H (-1.38791, -2.11877, 1.05533)
H (-2.56556, -0.91433, 1.01632)
S (-2.88507, 2.36326, 0.90592)
C (-2.85036, 3.93127, 1.67814)
C (-4.07460, 4.61212, 1.78753)
C (-4.20661, 5.87357, 2.34745)
C (-5.49471, 6.49344, 2.40475)
N (-6.53084, 6.99559, 2.44409)
C (-3.05845, 6.51895, 2.83821)
C (-1.83765, 5.86569, 2.74337)
C (-1.67909, 4.58832, 2.18554)
S (-0.05283, 3.93193, 2.18147)
C (-3.12545, 7.82390, 3.41843)
N (-3.16552, 8.87407, 3.89070)
H (-4.95619, 4.11024, 1.41136)
H (-0.95022, 6.35647, 3.12010)
Ge (2.20825, -0.10879, -2.39439)
C (3.92352, 0.76348, -2.21315)
C (5.06110, 0.27612, -2.85088)
C (6.29114, 0.89320, -2.66417)
C (6.38895, 2.00085, -1.83372)
C (5.26005, 2.49794, -1.19527)
C (4.03255, 1.88032, -1.38386)
C (2.33495, -1.75370, -3.40491)
C (2.55597, -2.97783, -2.78075)
C (2.66679, -4.13486, -3.54083)
C (2.56238, -4.08342, -4.92362)
C (2.34172, -2.86474, -5.55137)
C (2.22740, -1.70734, -4.79513)
H (1.35160, 0.12174, -1.17430)
H (4.98816, -0.60203, -3.48343)
H (7.17408, 0.50228, -3.15470)
H (7.35020, 2.47416, -1.67448)
H (5.33697, 3.35559, -0.53918)
H (3.15549, 2.26647, -0.87592)
H (2.58832, -3.04737, -1.69574)
H (2.82197, -5.08315, -3.04112)
H (2.64025, -4.99102, -5.50964)
H (2.25122, -2.81508, -6.62979)
H (2.04054, -0.76308, -5.29067)
C (5.25611, -1.22698, 0.67163)
Sb (3.98871, 0.00743, 1.89892)
C (4.19421, -1.24513, 3.61943)
C (5.65034, 1.29774, 2.47462)
H (6.14845, -1.48400, 1.24493)
H (5.55139, -0.71500, -0.24701)
H (4.70868, -2.13561, 0.42424)
H (5.24385, -1.52418, 3.73233)
H (3.56622, -2.12003, 3.46801)
H (3.84575, -0.72261, 4.50915)
H (6.48681, 0.69438, 2.83389)
H (5.33341, 1.97575, 3.26833)
H (5.98319, 1.89176, 1.62213)
C (-0.67357, 0.93510, -5.45101)
N (-0.72010, 1.76426, -4.24949)
C (-1.85327, 2.45042, -3.90232)
C (-1.91544, 3.15745, -2.76736)
C (-0.74600, 3.17680, -1.93079)
N (0.31755, 2.40158, -2.23048)
C (0.29949, 1.70789, -3.34261)
O (1.26999, 0.91635, -3.67833)
N (-0.71664, 3.94947, -0.87288)
H (-1.48134, 1.25063, -6.10805)
H (-0.79510, -0.11468, -5.18592)
H (0.27721, 1.08406, -5.95458)
H (-2.67742, 2.37105, -4.59634)
H (-2.81129, 3.67456, -2.46128)
H (-1.60833, 4.30763, -0.55421)
H (-0.06623, 3.83631, -0.08019)

Forces on the atoms, in the same order (eV/Å):
Cs -0.04 0.26 0.23
S 0.09 -0.05 -0.08
C -0.05 0.02 0.03
C 0.02 0.02 0.01
C 0.00 0.06 0.08
C -0.02 -0.06 -0.04
N 0.00 0.00 0.00
C 0.03 0.04 -0.06
C -0.03 -0.04 0.01
C 0.18 0.06 0.03
S -0.09 -0.22 -0.06
C -0.06 -0.03 0.01
N 0.01 0.00 0.00
H -0.01 0.00 0.00
H -0.01 -0.01 -0.01
C 0.03 0.02 -0.01
C -0.01 -0.02 0.00
N 0.01 0.04 -0.02
N -0.03 -0.06 0.00
C 0.05 0.07 0.00
S 0.02 0.02 -0.02
N -0.09 -0.14 0.05
N -0.02 0.24 0.06
H 0.00 -0.01 0.00
H -0.01 0.00 0.00
H 0.01 -0.01 0.02
H 0.01 0.01 0.00
H -0.06 -0.09 -0.04
H -0.04 -0.02 -0.02
S 0.04 0.03 -0.01
C 0.03 -0.06 -0.02
C -0.03 0.04 0.01
C 0.06 -0.06 -0.02
C -0.05 0.10 0.03
N 0.00 -0.03 -0.02
C 0.02 -0.09 -0.05
C -0.04 0.05 0.02
C 0.08 -0.07 -0.02
S -0.09 0.03 -0.05
C -0.01 0.08 0.06
N 0.01 -0.01 -0.02
H -0.01 0.01 0.00
H -0.01 0.01 0.00
Ge -0.06 0.13 -0.01
C 0.01 0.05 0.01
C 0.00 -0.01 -0.01
C -0.01 0.01 0.00
C 0.01 0.00 0.00
C 0.00 -0.02 -0.01
C 0.00 0.00 -0.01
C -0.08 0.01 0.02
C -0.04 -0.11 0.10
C 0.01 -0.04 -0.05
C -0.01 0.03 0.05
C 0.01 -0.02 0.00
C 0.05 0.02 0.02
H 0.09 -0.31 -0.17
H 0.01 0.00 0.00
H 0.00 0.00 0.00
H 0.00 0.00 0.00
H 0.00 0.00 0.00
H 0.00 0.00 0.00
H 0.02 0.07 -0.03
H 0.00 0.00 -0.01
H 0.01 0.00 -0.01
H 0.00 0.00 -0.01
H 0.01 0.01 -0.02
C 0.01 0.02 -0.07
Sb 0.05 0.05 0.01
C 0.00 0.02 0.00
C 0.02 -0.05 0.04
H 0.01 0.00 0.00
H -0.02 0.01 0.07
H 0.00 -0.02 -0.02
H -0.01 -0.01 0.01
H -0.01 0.00 0.00
H 0.00 0.01 0.00
H 0.00 0.01 0.00
H 0.01 0.01 0.00
H -0.01 0.00 -0.01
C -0.02 0.06 0.05
N -0.06 0.02 0.06
C 0.04 -0.02 -0.08
C 0.02 0.02 0.07
C -0.09 -0.01 0.12
N 0.08 0.02 -0.07
C 0.02 -0.02 0.05
O 0.03 -0.01 -0.02
N -0.11 0.08 -0.21
H -0.01 -0.02 0.02
H 0.02 -0.01 -0.02
H 0.02 -0.03 -0.03
H 0.00 0.00 0.01
H -0.01 -0.01 -0.01
H 0.00 -0.03 0.02
H 0.09 -0.04 0.06

(2)
Below is a structure of composition C39H37Ge2MoN4O4, with properties calculated with ωB97M-V with the def2-TZVPD basis set.

Values from the calculation:
- gap between HOMO and LUMO (alpha / beta) (eV) = 7.6349 / 7.2519
- ⟨S²⟩ = 3.7694
- LUMO level (alpha / beta) (eV) = -6.0 / -6.5
- spin multiplicity = 4
- total charge = +2
- total energy (eV) = -170072.771
- E_HOMO (alpha / beta) (eV) = -13.663 / -13.743
- strongest force on any atom (eV/A) = 1.25
- energy above the lowest of the compared OMol25 structures with the same formula, charge and spin (kJ/mol) = 96.6

Cartesian coordinates (Å):
Mo (-0.78687, -0.00271, -0.09889)
O (1.75370, 2.46471, 2.03569)
C (0.89747, 1.97041, 1.37401)
O (1.11810, 0.94837, 0.46624)
C (-0.54955, 2.40798, 1.53284)
C (-0.97313, 3.46419, 2.31835)
C (-2.34947, 3.66598, 2.44638)
C (-3.26340, 2.80522, 1.84035)
C (-2.76131, 1.75959, 1.08562)
N (-1.44697, 1.62861, 0.94056)
C (-3.55882, 0.62177, 0.44115)
O (-4.75578, 0.65333, 0.41197)
O (-2.79126, -0.36251, -0.02564)
H (-0.24028, 4.08758, 2.81197)
H (-2.71013, 4.49127, 3.04644)
H (-4.33412, 2.90832, 1.95401)
C (-1.65366, -0.24071, 3.42903)
C (-0.56907, -1.17103, 2.98300)
C (0.21703, -1.83661, 3.92494)
C (1.15575, -2.75471, 3.51526)
C (1.25724, -3.05638, 2.15991)
C (0.45639, -2.37098, 1.27605)
N (-0.40404, -1.39214, 1.67082)
C (0.42793, -2.71131, -0.16717)
C (0.77735, -3.94894, -0.67995)
C (0.57992, -4.18175, -2.03231)
C (0.05958, -3.18831, -2.84592)
C (-0.23930, -1.95526, -2.28567)
N (-0.05966, -1.75551, -0.97192)
C (-0.80680, -0.80283, -3.03082)
C (-0.97565, -0.85846, -4.39611)
C (-1.62893, 0.18929, -5.03699)
C (-2.08650, 1.24128, -4.28459)
C (-1.85703, 1.27204, -2.90711)
C (-2.38381, 2.41645, -2.10569)
N (-1.20754, 0.27418, -2.29455)
H (-2.06333, -0.58709, 4.37628)
H (-1.28177, 0.77380, 3.59314)
H (-2.46010, -0.22342, 2.70148)
H (0.06718, -1.62538, 4.97483)
H (1.78390, -3.26072, 4.23629)
H (1.95109, -3.80692, 1.81047)
H (1.14419, -4.72805, -0.02845)
H (0.81572, -5.15110, -2.45123)
H (-0.11598, -3.38046, -3.89288)
H (-0.62803, -1.70796, -4.96309)
H (-1.78365, 0.16517, -6.10762)
H (-2.61700, 2.06687, -4.73816)
H (-3.38491, 2.17944, -1.73627)
H (-1.73348, 2.65214, -1.26801)
H (-2.45981, 3.30538, -2.72776)
C (5.49240, 0.54662, -2.23061)
Ge (3.85162, -0.33175, -1.66234)
C (3.13491, -1.35094, -3.16468)
C (4.08594, -1.48839, -0.10445)
Ge (2.55881, 1.64590, -0.99018)
C (1.41905, 2.64037, -2.18514)
C (1.42130, 2.22718, -3.51774)
C (0.81277, 2.99989, -4.49965)
C (0.17632, 4.18154, -4.15162)
C (0.14458, 4.59125, -2.82095)
C (0.76399, 3.82850, -1.84616)
C (3.71206, 2.75679, 0.06091)
C (3.72523, 4.14590, -0.08371)
C (4.60802, 4.93037, 0.64095)
C (5.49986, 4.33282, 1.52256)
C (5.50517, 2.95117, 1.67235)
C (4.61848, 2.17526, 0.94674)
H (6.20628, -0.23821, -2.48882)
H (5.92180, 1.17195, -1.45044)
H (5.32893, 1.16209, -3.11564)
H (3.94687, -1.97686, -3.54175)
H (2.80225, -0.71852, -3.98658)
H (2.32642, -2.01012, -2.86306)
H (4.34670, -2.48907, -0.45415)
H (3.17562, -1.54921, 0.49277)
H (4.89195, -1.13728, 0.53761)
H (1.91416, 1.30547, -3.80855)
H (0.84234, 2.68554, -5.53517)
H (-0.28901, 4.79110, -4.91578)
H (-0.35032, 5.51637, -2.55413)
H (0.74101, 4.17015, -0.81580)
H (3.06341, 4.63499, -0.78958)
H (4.60990, 6.00474, 0.51454)
H (6.19414, 4.94114, 2.08703)
H (6.20009, 2.48189, 2.35608)
H (4.62737, 1.10269, 1.10617)

Forces on the atoms, in the same order (eV/Å):
Mo -0.48 -1.10 -0.28
O 0.01 -0.03 0.10
C -0.20 -0.25 0.02
O -0.12 1.23 -0.17
C 0.06 0.10 0.08
C 0.03 -0.04 -0.09
C 0.02 0.05 0.01
C 0.06 -0.10 -0.07
C -0.15 0.09 0.18
N -0.03 0.15 0.12
C 0.10 -0.28 -0.11
O 0.00 0.08 0.03
O 0.01 0.77 0.23
H -0.06 0.03 0.03
H 0.00 -0.01 0.00
H 0.01 0.05 0.03
C 0.01 0.04 0.07
C -0.03 -0.01 0.01
C -0.08 0.01 0.00
C 0.06 -0.06 -0.05
C -0.07 0.04 0.15
C -0.07 -0.06 -0.03
N 0.48 0.18 -0.29
C 0.04 -0.06 -0.05
C 0.00 0.09 0.08
C 0.01 -0.07 -0.05
C -0.01 0.05 0.02
C 0.01 0.02 -0.05
N 0.06 -0.29 -0.26
C -0.06 -0.05 0.03
C -0.08 0.11 -0.04
C 0.05 -0.10 -0.05
C -0.02 0.08 0.12
C -0.01 0.00 -0.08
C 0.01 0.03 0.00
N 0.40 -0.22 0.14
H 0.02 0.00 0.01
H 0.01 -0.03 -0.03
H 0.00 -0.03 0.03
H 0.00 0.00 -0.01
H -0.01 0.00 0.00
H 0.00 0.00 0.00
H 0.00 -0.03 -0.04
H -0.01 0.01 0.00
H 0.01 -0.03 0.00
H 0.00 0.00 0.00
H 0.00 -0.01 0.01
H 0.00 -0.02 -0.02
H 0.00 -0.02 0.01
H 0.01 0.01 -0.02
H -0.04 -0.01 0.00
C 0.14 -0.11 -0.03
Ge -0.09 0.15 -0.08
C 0.07 -0.05 -0.01
C -0.02 -0.06 0.01
Ge -0.09 -0.47 0.48
C -0.01 -0.10 -0.07
C -0.03 0.09 -0.15
C -0.02 -0.02 0.02
C 0.02 0.03 0.08
C -0.04 0.02 -0.14
C 0.02 -0.08 0.14
C 0.10 0.38 0.04
C -0.11 0.02 -0.24
C 0.17 -0.06 0.16
C -0.07 0.03 -0.07
C -0.02 0.04 -0.01
C 0.07 -0.15 0.10
H 0.06 0.08 -0.02
H -0.02 -0.03 0.04
H -0.04 -0.02 0.00
H 0.00 0.01 0.01
H -0.02 0.00 0.02
H -0.03 0.01 0.01
H -0.01 0.00 0.02
H 0.00 0.00 -0.02
H 0.01 0.03 -0.02
H 0.03 0.03 0.04
H 0.01 -0.01 0.01
H 0.01 0.01 0.01
H 0.00 -0.01 0.01
H 0.06 0.02 -0.01
H -0.01 -0.05 0.03
H -0.01 -0.01 -0.02
H -0.01 0.00 0.00
H -0.01 0.00 0.00
H -0.03 -0.03 -0.06